[1]
Molecular formula: C5H19O8
Method: DFT, wB97M-V/def2-TZVPD

Computed properties:
**Lowest unoccupied orbital energy**: 3.249 eV
**Total charge**: -1
**Highest occupied orbital energy**: -3.72 eV
**Relative energy (zero: lowest compared OMol25 entry of this formula, charge and spin)**: 145.5 kcal per mole

Cartesian coordinates (Å):
C1 0.099715 -0.875555 -2.646418
O1 1.331170 -0.099693 -2.900303
C2 0.411299 -2.234691 -2.032547
C3 -0.326845 -2.520021 -0.610461
C4 0.665916 -2.221140 0.436464
C5 0.566642 -0.976767 0.820451
O2 -0.124226 -0.010880 -0.065214
O3 0.944890 -0.292480 1.729924
H1 -0.246234 -0.868910 -3.724838
H2 -0.550671 -0.210364 -2.063604
H3 -0.056489 -3.074258 -2.656056
H4 1.302065 -2.520915 -1.972226
H5 -1.325032 -1.916698 -0.519256
H6 -0.707263 -3.527793 -0.618818
H7 1.349290 -2.965584 0.823079
H8 2.011475 -0.430743 -2.219915
H9 0.300510 0.919086 0.067120
H10 -1.246305 -0.523487 2.548770
H11 -0.171687 -1.386105 3.239827
O4 -1.091490 -1.120752 3.355874
H12 1.300134 2.325446 -0.115874
H13 0.843726 3.531027 0.365753
O5 0.795759 3.114530 -0.477833
H14 3.112493 1.399492 1.758893
H15 1.711936 1.505167 1.596162
O6 2.437336 2.028250 1.620719
H16 -2.717676 1.112328 2.409535
H17 -1.851630 1.523793 1.197912
O7 -2.619388 1.763215 1.810266
H18 -1.888918 1.336116 -1.010488
H19 -2.341083 1.496495 -2.435859
O8 -2.590177 1.523429 -1.632815

Atomic forces in eV per Å
1.18 1.29 -2.17
1.56 -1.16 2.08
-10.97 -0.08 -0.61
-0.44 0.89 -2.33
-1.08 -2.00 -0.42
-0.35 3.26 -1.49
-0.44 1.65 -1.00
3.07 1.60 4.95
-0.30 -0.76 1.21
0.10 -0.92 -0.13
0.47 1.21 -0.02
7.80 -1.56 0.69
1.98 -0.73 -0.25
0.28 -0.72 0.08
-0.25 0.22 0.38
-1.61 0.96 -1.44
-1.10 -2.99 0.07
0.71 -1.47 1.83
0.08 0.28 -0.28
-1.00 1.16 -1.33
-0.16 1.01 -1.55
-0.37 1.57 1.01
0.80 -2.28 0.38
1.31 -1.01 0.24
-4.05 -3.22 0.40
2.73 3.92 -0.29
-0.29 -3.58 3.10
-1.59 0.21 1.49
1.93 3.33 -4.49
0.43 -0.23 -0.33
3.35 -0.42 -8.76
-3.77 0.56 9.00



[2]
Molecular formula: C5H2
Method: DFT, wB97M-V/def2-TZVPD

Computed properties:
**Lowest unoccupied orbital energy**: -0.657 eV
**Highest occupied orbital energy**: -9.47 eV
**Relative energy (zero: lowest compared OMol25 entry of this formula, charge and spin)**: 69.3 kcal per mole

Cartesian coordinates (Å):
C1 -1.069675 0.275037 -0.031490
C2 1.037903 -0.297070 0.006731
C3 -0.021661 0.014078 -0.875843
C4 0.719000 1.185150 -0.092577
C5 -0.015127 0.125439 0.926746
H1 -2.140270 0.580762 -0.116053
H2 2.126981 -0.664783 0.041106

Atomic forces in eV per Å
-1.53 0.90 0.63
3.41 -1.53 0.70
0.32 -1.34 -1.14
-1.00 2.03 0.22
-0.27 -0.62 -0.58
1.50 0.08 0.29
-2.42 0.49 -0.12



[3]
Molecular formula: C5H20AgClN6O5
Method: DFT, wB97M-V/def2-TZVPD

Computed properties:
**Lowest unoccupied orbital energy (spin up / spin down)**: -3.310 / -8.486 eV
**⟨S²⟩**: 0.754
**Total charge**: +1
**Spin multiplicity**: 2
**Highest occupied orbital energy (spin up / spin down)**: -11.86 / -11.86 eV
**Relative energy (zero: lowest compared OMol25 entry of this formula, charge and spin)**: 0.0 kcal per mole

Cartesian coordinates (Å):
Ag1 0.928322 1.591336 -3.177875
Cl1 0.393208 1.207012 -0.744769
C1 2.463713 1.150512 2.833513
O1 2.735426 1.164534 1.438870
H1 2.488172 2.162694 3.259902
H2 1.527520 0.634355 3.050943
H3 3.315905 0.644386 3.285464
H4 1.925388 1.259960 0.917791
C2 3.304972 -2.042209 -0.570150
O2 1.934918 -2.126017 -0.878130
H5 3.706888 -1.023057 -0.548244
H6 3.522640 -2.428114 0.439922
H7 3.935913 -2.641606 -1.224849
H8 1.509409 -1.371088 -0.457762
C3 -0.895507 3.406064 2.256531
O3 -1.424298 3.403325 3.438091
N1 0.396598 3.639591 2.072614
N2 -1.692830 3.169269 1.222400
H9 0.815668 3.365167 1.189902
H10 0.985414 3.816777 2.873139
H11 -2.636407 2.890357 1.444004
H12 -1.298361 3.140229 0.288898
C4 -1.887858 -0.101176 -3.860119
O4 -0.794943 0.444363 -4.072149
N3 -2.849911 -0.179872 -4.824730
N4 -2.164284 -0.693103 -2.679908
H13 -3.566094 -0.860305 -4.629607
H14 -2.596179 -0.050914 -5.787540
H15 -1.417510 -0.705778 -2.007862
H16 -3.040090 -1.126322 -2.452904
C5 -1.480383 -2.647554 0.563526
O5 -2.228029 -2.389324 -0.373531
N5 -0.619173 -1.695521 1.049910
N6 -1.455398 -3.850119 1.192209
H17 -0.659976 -0.811558 0.579173
H18 -0.104655 -1.813683 1.901738
H19 -2.168020 -4.521741 0.972988
H20 -0.910167 -4.010870 2.018602

Atomic forces in eV per Å
-0.31 -0.37 0.24
-0.08 0.49 0.26
0.64 0.03 -0.54
-0.08 0.25 0.11
-0.28 -0.02 0.01
0.01 0.02 0.25
-0.26 -0.22 0.18
0.04 -0.16 -0.01
1.00 -0.01 1.11
0.04 0.15 -0.29
-0.24 0.06 -0.33
-0.22 -0.04 -0.08
-0.44 0.00 -0.40
-0.11 -0.11 -0.06
0.25 -0.23 -1.82
0.17 0.19 0.42
-0.38 0.00 0.64
0.11 0.14 1.12
0.12 -0.15 0.06
0.10 0.03 -0.09
-0.08 -0.13 -0.48
-0.21 -0.18 -0.12
0.09 -0.56 0.03
0.10 0.33 -0.43
-0.19 -0.17 0.63
0.24 0.65 -0.45
-0.12 0.07 -0.37
0.16 0.12 0.04
-0.19 -0.17 0.23
0.11 -0.16 0.11
-0.26 0.39 0.01
0.16 -0.15 0.08
-0.22 -0.34 -0.05
0.01 -0.12 0.12
0.16 0.23 0.11
0.10 0.05 -0.06
-0.01 0.06 -0.15
0.05 0.02 -0.04



[4]
Molecular formula: C5H20B2NO8P2S
Method: DFT, wB97M-V/def2-TZVPD

Computed properties:
**Lowest unoccupied orbital energy**: 2.693 eV
**Total charge**: -1
**Highest occupied orbital energy**: -3.67 eV

Cartesian coordinates (Å):
C1 -1.948449 -1.206952 -3.938570
C2 -1.129267 -0.194537 -3.056572
N1 -1.769319 0.019464 -1.760044
P1 -0.688803 -0.060011 -0.312987
C3 0.374762 -0.243264 1.281797
C4 1.618564 0.670069 1.448924
C5 2.376926 0.186760 2.770852
S1 4.172339 -0.011893 2.558642
O1 4.591689 -1.113340 3.464666
O2 4.901608 1.234373 2.884276
O3 4.552861 -0.506856 1.042218
P2 0.378054 1.750787 -1.064428
O4 1.733378 1.488829 -1.768110
B1 -1.958006 1.154661 0.617941
O5 -3.322496 1.234280 0.206133
O6 -1.605236 2.018398 1.704129
B2 -1.673788 -1.665411 0.298084
O7 -2.803580 -1.638595 1.183481
O8 -1.252970 -2.985417 -0.111348
H1 -2.121364 -0.760256 -4.934654
H2 -2.949043 -1.394805 -3.523928
H3 -1.390724 -2.136408 -4.132418
H4 -1.200512 0.767662 -3.612730
H5 -0.057074 -0.439354 -3.021359
H6 -2.550779 -0.609777 -1.622037
H7 0.250075 -0.975766 -0.960218
H8 -0.207681 -0.167015 2.225572
H9 0.761582 -1.287438 1.275259
H10 1.376641 1.716687 1.668460
H11 2.359363 0.569581 0.646490
H12 1.946625 -0.764035 3.109332
H13 2.194670 0.906674 3.581032
H14 4.436499 0.277876 0.487820
H15 -0.460790 2.333772 -2.081078
H16 0.475535 2.819450 -0.101947
H17 -3.867319 1.238460 0.992169
H18 -1.357988 2.889548 1.407575
H19 -2.460704 -1.874206 2.046203
H20 -1.725279 -3.241995 -0.898625

Atomic forces in eV per Å
0.71 0.48 -0.44
-1.57 0.39 -1.08
1.16 -0.07 -0.76
-1.72 -1.62 1.73
1.02 0.06 0.43
0.67 -0.87 1.87
-0.74 0.34 -1.26
3.02 -0.82 4.13
-1.21 1.42 -2.34
-1.80 -1.38 -1.68
-0.97 0.69 1.53
2.67 0.48 -2.76
-1.16 0.39 1.16
-1.38 1.19 -0.15
1.56 -0.67 0.28
-0.23 -1.06 -0.13
-0.28 -1.41 0.34
0.88 0.30 -0.64
-0.29 1.30 0.69
0.06 -0.19 0.32
0.38 -0.13 0.04
-0.38 0.08 0.35
0.32 -0.30 0.23
-0.28 -0.19 0.30
-0.14 0.14 -0.07
0.27 0.58 -0.38
-0.03 0.20 -0.51
-0.14 0.39 -0.24
-0.07 -0.22 -0.61
-0.77 0.27 -0.30
0.66 0.00 -0.25
0.70 -0.15 -0.19
0.07 0.08 -0.46
-0.14 0.19 0.74
-0.29 -0.14 -0.17
-0.34 0.44 0.36
0.06 0.44 -0.14
-0.18 -0.33 0.45
-0.13 -0.31 -0.42



[5]
Molecular formula: C5H20BF4N10O5Zn
Method: DFT, wB97M-V/def2-TZVPD

Computed properties:
**Lowest unoccupied orbital energy**: -2.453 eV
**Total charge**: +1
**Highest occupied orbital energy**: -12.55 eV

Cartesian coordinates (Å):
Zn1 12.311180 20.743797 -7.062885
B1 10.552883 19.449515 -4.469433
F1 11.364087 19.839710 -3.411739
F2 10.415720 18.062738 -4.448738
F3 9.365458 20.112256 -4.399289
F4 11.286650 19.772359 -5.643736
C1 13.095318 18.246688 -8.959771
O1 12.776025 18.967870 -8.029566
N1 12.566472 18.369338 -10.211803
N2 14.141242 17.412404 -8.945164
H1 12.053146 19.204963 -10.433788
H2 13.110383 17.935480 -10.938695
H3 14.498635 17.173471 -8.033857
H4 14.436057 16.932910 -9.777166
C2 11.251639 23.227545 -5.548696
O2 11.807504 22.460711 -6.328878
N3 10.327533 22.889710 -4.717377
N4 11.442934 24.518368 -5.676168
H5 10.067495 23.629255 -4.084892
H6 10.001271 21.945630 -4.572554
H7 12.166657 24.817238 -6.309844
H8 10.890723 25.293850 -5.351066
C3 13.866215 22.355346 -9.284223
O3 13.238677 21.674739 -8.464822
N5 14.884733 23.098295 -8.976269
N6 13.630179 22.204659 -10.595836
H9 15.256149 23.739961 -9.656923
H10 14.925454 23.263957 -7.980823
H11 14.177324 22.752681 -11.238090
H12 12.957084 21.523656 -10.897191
C4 14.689364 19.791778 -5.123464
O4 13.917703 20.362555 -5.908847
N7 15.878325 19.364961 -5.460511
N8 14.286304 19.406816 -3.897033
H13 16.343411 18.641768 -4.940776
H14 16.295678 19.871921 -6.224744
H15 13.380120 19.790626 -3.659408
H16 14.958823 18.880702 -3.369021
C5 9.498778 20.295915 -8.574175
O5 10.642519 20.602927 -8.205318
N9 8.426450 20.143358 -7.846350
N10 9.266166 20.132902 -9.873585
H17 8.407533 20.106603 -6.839202
H18 7.627690 19.885332 -8.399165
H19 9.890872 20.476032 -10.582649
H20 8.360483 19.899929 -10.246561

Atomic forces in eV per Å
-0.21 -0.84 0.41
1.21 -2.05 0.87
0.49 0.53 0.65
-0.37 0.35 -0.18
-1.15 0.80 -0.56
-0.53 -0.06 -0.40
0.43 1.66 -1.10
-0.11 -1.09 0.47
-0.33 -0.14 -0.32
0.47 -0.69 1.00
-0.05 -0.16 0.18
-0.40 0.20 -0.29
0.20 -0.17 -0.25
0.04 -0.26 0.34
-0.38 -0.78 -1.78
0.99 0.06 -0.17
-1.88 -0.31 2.45
1.71 3.58 -0.75
-0.44 -0.54 0.27
0.09 -0.14 0.08
-0.06 -0.28 0.01
-0.30 -0.54 0.41
-1.81 -3.00 -0.61
0.79 1.04 -1.00
1.51 1.74 1.41
-0.11 0.42 -0.76
0.21 0.15 0.43
0.54 0.42 -0.17
-0.33 -0.35 -0.37
0.09 0.23 -0.07
-3.08 -0.84 1.01
1.22 0.95 0.26
2.32 -0.02 -1.49
0.08 0.78 -1.06
0.34 0.36 -0.13
0.34 -0.64 -0.04
-0.17 -0.76 0.84
-0.69 0.24 0.80
2.42 0.86 0.10
-1.03 0.08 -0.27
-1.62 -0.36 1.15
-0.40 -0.38 -2.86
0.19 -0.07 -0.03
-0.44 -0.04 0.83
0.22 0.04 0.46
0.00 0.01 0.22



[6]
Molecular formula: C5H20BrN10O5
Method: DFT, wB97M-V/def2-TZVPD

Computed properties:
**Lowest unoccupied orbital energy**: 2.136 eV
**Total charge**: -1
**Highest occupied orbital energy**: -4.74 eV
**Relative energy (zero: lowest compared OMol25 entry of this formula, charge and spin)**: 106.6 kcal per mole

Cartesian coordinates (Å):
Br1 -0.186302 1.170836 -1.283480
C1 2.356958 6.658236 1.359490
O1 2.544288 7.432886 2.310380
N1 1.270278 6.721576 0.609870
N2 3.155808 5.707616 0.988690
H1 1.059698 6.009666 -0.074930
H2 0.618058 7.471876 0.788110
H3 2.788378 5.151286 0.230020
H4 3.765408 5.323966 1.696720
C2 -0.021432 0.607446 6.109000
O2 0.199498 0.452046 7.271260
N3 -0.505132 1.653936 5.553720
N4 0.242628 -0.301944 5.246490
H5 -0.829592 1.658506 4.597270
H6 -0.685522 2.348566 6.264390
H7 -0.011352 -0.203024 4.273970
H8 0.742218 -1.122064 5.559430
C3 -1.424072 -4.222904 -6.677740
O3 -1.617622 -4.756134 -7.703340
N5 -1.930052 -3.029614 -6.268310
N6 -0.713012 -4.761314 -5.719610
H9 -1.271782 -2.513444 -5.702320
H10 -2.522842 -2.638564 -6.986500
H11 -0.220782 -5.580844 -6.045480
H12 -0.427052 -4.229484 -4.910000
C4 5.626638 -2.056394 0.962670
O4 6.513908 -2.802664 1.352650
N7 5.172618 -2.092654 -0.255800
N8 4.969428 -1.272874 1.719890
H13 5.797408 -2.406264 -0.984770
H14 4.343488 -1.557704 -0.471390
H15 4.253748 -0.687674 1.313140
H16 5.039598 -1.435864 2.714180
C5 -6.519782 -1.587864 -0.880590
O5 -7.558562 -2.048784 -0.411420
N9 -5.380522 -2.218364 -1.102690
N10 -6.251202 -0.296694 -1.055620
H17 -4.549642 -1.660614 -0.966060
H18 -5.340182 -3.176194 -0.784850
H19 -5.422162 -0.000344 -1.550580
H20 -7.071462 0.291826 -1.085880

Atomic forces in eV per Å
0.04 -0.03 0.08
-0.88 3.04 2.85
0.13 -0.57 -0.56
-2.39 0.72 -1.46
2.46 -2.67 -0.83
-0.25 0.35 0.18
0.15 -0.34 -0.14
0.74 -0.55 0.39
-0.01 -0.07 -0.45
0.59 -1.18 1.01
0.54 0.25 3.43
-2.04 4.80 -0.51
1.41 -4.77 -3.61
0.00 0.53 0.49
-0.53 0.51 -0.85
0.35 -0.29 0.23
-0.32 0.15 -0.24
-0.44 2.12 2.05
-1.14 -1.77 -4.03
-0.75 0.59 -0.50
2.32 -2.04 1.91
-0.72 0.72 -0.30
0.39 0.79 0.38
0.28 0.15 0.66
0.05 -0.51 -0.14
2.70 -3.47 0.03
0.97 -0.17 0.34
-0.98 0.09 -4.13
-2.59 3.38 3.71
-0.42 0.01 0.12
0.36 -0.18 -0.54
0.04 -0.02 0.69
-0.16 0.39 -0.24
-1.03 0.02 1.85
0.36 0.09 -0.96
2.13 -3.17 -0.30
-1.55 3.16 -0.41
0.06 -0.50 -0.11
0.16 0.15 -0.06
-0.42 0.05 -0.02
0.38 0.23 0.01



no.,calculated total energy (a.u.)
1,-803.7388
2,-191.3690
3,-1514.1951
4,-1989.8473
5,-3330.2310
6,-3700.5077